A gas-phase ion, C4H11N2 (charge +1). Source: the OMol25 dataset; level of theory: ωB97M-V/def2-TZVPD.

```
! wB97M-V def2-TZVPD RIJCOSX def2/J DEFGRID3
* xyz 1 1
C -2.406 0.108 -0.112
C -1.290 -0.515 0.727
C 0.073 -0.199 0.192
N 1.206 -0.959 0.769
C 0.452 0.804 -0.588
N 1.820 0.925 -0.978
H -2.501 1.179 0.080
H -2.256 -0.043 -1.180
H -3.355 -0.344 0.161
H -1.389 -1.604 0.695
H -1.402 -0.180 1.758
H 1.164 -1.975 0.655
H 1.290 -0.804 1.777
H 2.049 -0.585 0.292
H -0.278 1.559 -0.860
H 1.975 0.500 -1.888
H 2.062 1.905 -1.070
*
```

- M: 87.15 g mol⁻¹
- Total energy: -268.2612 Ha
- LUMO level: -3.429 eV